Below is a cluster of 2 separate species, C6H7BrO in total at a distorted geometry, with properties calculated with ωB97M-V/def2-TZVPD.

Values from the calculation:
Gap between HOMO and LUMO (spin up / spin down): 7.63 / 7.63 eV
Relative energy (zero: lowest compared OMol25 entry of this formula, charge and spin): 93.4 kcal/mol
LUMO energy (spin up / spin down): 0.124 / 0.125 eV
HOMO energy (spin up / spin down): -7.508 / -7.506 eV

```
! wB97M-V def2-TZVPD RIJCOSX def2/J DEFGRID3
* xyz 0 1
Br -3.58 0.47 -0.94
O 1.58 -0.84 0.15
C 1.99 1.31 0.41
C 2.49 0.10 0.14
C -2.19 -0.71 -1.28
C -0.83 -0.83 0.63
C 0.40 -0.25 0.34
C 0.55 1.10 0.54
H 2.55 2.20 0.46
H -0.97 -1.86 0.95
H 3.59 -0.18 -0.11
H -1.46 -0.20 1.32
H -1.40 -0.24 -1.91
H -2.42 -1.82 -1.25
H -0.27 1.73 0.55
*
```

=====

Below is an isolated molecule of C6H7Cl2NO3S2 at a distorted geometry, with properties calculated with ωB97M-V/def2-TZVPD.

Values from the calculation:
Gap between HOMO and LUMO: 8.29 eV
Relative energy (zero: lowest compared OMol25 entry of this formula, charge and spin): 0.0 kcal/mol
LUMO energy: -0.630 eV
HOMO energy: -8.919 eV

```
! wB97M-V def2-TZVPD RIJCOSX def2/J DEFGRID3
* xyz 0 1
Cl -1.03 -1.27 -1.07
Cl -3.75 -1.96 -0.38
S 1.80 0.90 -0.57
S 2.13 -1.21 1.53
O -3.84 0.89 0.71
O 0.09 0.43 1.24
O -2.12 2.41 -0.55
N -0.34 1.49 0.43
C 3.58 -0.97 0.43
C -1.62 1.50 0.09
C -2.63 -0.61 -0.70
C -2.58 0.35 0.50
C 1.25 0.08 0.83
C 3.14 -0.33 -0.87
H -2.25 -0.18 1.40
H 4.01 -1.96 0.25
H 4.30 -0.36 0.97
H 3.97 0.20 -1.34
H -2.99 -0.09 -1.59
H 2.73 -1.06 -1.56
H -3.85 1.74 0.24
*
```

=====

Below is a cluster of 2 separate species, C6H7Cl3N2O3 in total at a distorted geometry, with properties calculated with ωB97M-V/def2-TZVPD.

Values from the calculation:
Gap between HOMO and LUMO: 8.68 eV
Relative energy (zero: lowest compared OMol25 entry of this formula, charge and spin): 44.1 kcal/mol
LUMO energy: -0.350 eV
HOMO energy: -9.030 eV

```
! wB97M-V def2-TZVPD RIJCOSX def2/J DEFGRID3
* xyz 0 1
Cl 0.95 -0.30 -2.76
Cl -2.62 -2.11 0.69
Cl -2.71 -0.73 -1.94
O 0.09 -0.58 0.87
O -3.97 0.36 1.00
O -1.05 3.20 -0.96
N -2.68 1.73 -0.27
N -0.50 0.98 -0.62
C 0.55 -1.48 -1.68
C -2.20 -0.68 -0.16
C -0.73 -0.38 -0.19
C -1.43 2.08 -0.68
C -3.05 0.52 0.28
C -0.35 0.13 2.04
H -0.40 1.13 1.61
H 0.40 1.25 -1.01
H 1.35 -1.68 -0.89
H -1.25 -0.17 2.39
H -0.14 -2.31 -1.94
H 0.31 0.10 2.84
H -3.28 2.49 0.08
*
```

=====

Below is an isolated molecule of C6H7ClF2N2O2 at a distorted geometry, with properties calculated with ωB97M-V/def2-TZVPD.

Values from the calculation:
Gap between HOMO and LUMO: 9.98 eV
Relative energy (zero: lowest compared OMol25 entry of this formula, charge and spin): 25.6 kcal/mol
LUMO energy: 0.021 eV
HOMO energy: -9.963 eV

```
! wB97M-V def2-TZVPD RIJCOSX def2/J DEFGRID3
* xyz 0 1
Cl -2.22 0.83 1.69
F -2.06 1.96 -0.67
F -2.79 -0.98 -0.83
O -1.15 -2.60 -0.03
O 2.31 0.29 0.27
N 0.32 1.24 0.11
N 0.55 -1.12 0.30
C 1.12 0.18 0.14
C -1.58 -0.39 -0.75
C 0.74 2.49 -0.57
C 1.35 -2.18 0.91
C -1.66 0.90 0.08
C -0.66 -1.51 -0.13
H -1.32 -0.11 -1.76
H 2.30 -2.14 0.39
H 1.61 2.69 0.06
H 1.60 -1.97 1.93
H 0.01 3.30 -0.43
H 0.88 2.23 -1.57
H 0.65 -3.11 0.86
*
```

=====

Below is the ion C6H7ClN5O with charge +1 at a distorted geometry, with properties calculated with ωB97M-V/def2-TZVPD.

Values from the calculation:
Gap between HOMO and LUMO (spin up / spin down): 7.82 / 7.82 eV
Relative energy (zero: lowest compared OMol25 entry of this formula, charge and spin): 0.0 kcal/mol
LUMO energy (spin up / spin down): -5.835 / -5.835 eV
HOMO energy (spin up / spin down): -13.655 / -13.654 eV

```
! wB97M-V def2-TZVPD RIJCOSX def2/J DEFGRID3
* xyz 1 1
Cl 3.97 0.12 0.00
O -0.48 0.57 -1.04
N -1.77 -0.44 0.55
N 1.77 -1.17 -0.39
N -2.62 -2.60 -0.02
N -0.73 0.41 0.33
N -0.42 -2.17 -0.32
C -1.69 -1.80 0.06
C 1.57 0.72 1.08
C 0.65 -1.65 -0.35
C 2.31 -0.09 0.20
C 0.26 1.71 -1.43
C 0.20 0.64 1.27
H 0.02 2.57 -0.80
H 2.15 1.32 1.77
H -2.70 -0.04 0.41
H -0.21 0.82 2.26
H -0.06 1.90 -2.46
H -3.55 -2.35 0.30
H 1.33 1.52 -1.41
*
```

=====

Below is an isolated molecule of C6H7ClO at a distorted geometry, with properties calculated with ωB97M-V/def2-TZVPD.

Values from the calculation:
Gap between HOMO and LUMO: 9.17 eV
Relative energy (zero: lowest compared OMol25 entry of this formula, charge and spin): 65.2 kcal/mol
LUMO energy: 0.855 eV
HOMO energy: -8.310 eV

```
! wB97M-V def2-TZVPD RIJCOSX def2/J DEFGRID3
* xyz 0 1
Cl -0.91 1.75 -0.12
O 1.35 -1.41 -0.15
C 0.42 0.61 0.10
C 2.40 -0.36 0.05
C -2.50 -1.05 0.19
C 0.11 -0.92 -0.13
C -1.08 -1.53 -0.09
C 1.70 0.91 0.31
H 3.22 -0.71 0.81
H -0.85 -2.65 -0.09
H 1.97 1.93 0.23
H -2.67 -0.42 0.99
H -2.96 -0.50 -0.73
H 2.87 -0.28 -1.04
H -3.22 -1.83 0.50
*
```

=====

Below is a structure of composition C6H7ClO2 at a distorted geometry, with properties calculated with ωB97M-V/def2-TZVPD.

Values from the calculation:
Gap between HOMO and LUMO: 9.46 eV
Relative energy (zero: lowest compared OMol25 entry of this formula, charge and spin): 29.8 kcal/mol
LUMO energy: 0.725 eV
HOMO energy: -8.735 eV

```
! wB97M-V def2-TZVPD RIJCOSX def2/J DEFGRID3
* xyz 0 1
Cl 1.25 -2.72 -1.48
O 0.62 1.10 -1.51
O -0.86 -0.61 -2.33
C 0.95 0.14 1.31
C 1.09 -1.31 -0.55
C -0.20 -0.08 -1.27
C -0.27 0.51 1.09
C 1.54 -1.03 0.66
C -1.09 0.07 -0.11
H -0.46 -0.30 -3.20
H 2.38 -1.54 1.18
H 1.55 0.65 2.10
H -0.75 1.25 1.71
H -1.89 0.84 -0.20
H 0.60 1.47 -0.66
H -1.43 -1.07 0.10
*
```

=====

Below is a structure of composition C6H7CoLiO3 at a distorted geometry, with properties calculated with ωB97M-V/def2-TZVPD.

Values from the calculation:
Gap between HOMO and LUMO (spin up / spin down): 6.80 / 6.17 eV
Relative energy (zero: lowest compared OMol25 entry of this formula, charge and spin): 0.0 kcal/mol
LUMO energy (spin up / spin down): -8.712 / -9.023 eV
HOMO energy (spin up / spin down): -15.513 / -15.198 eV

```
! wB97M-V def2-TZVPD RIJCOSX def2/J DEFGRID3
* xyz 2 4
Co 0.73 0.44 1.81
O -0.25 -1.04 1.50
O 1.01 2.37 2.11
O -1.70 -2.01 -0.81
C -0.50 -1.95 0.66
C 0.67 2.90 0.96
C -0.29 0.30 -1.87
C 0.44 2.11 -0.13
C 0.09 1.29 -1.01
C -0.05 -1.84 -0.78
Li 1.49 3.38 3.64
H -1.91 -2.94 -0.67
H 0.47 -0.04 -2.58
H 0.44 -1.70 -1.75
H -1.30 0.42 -2.29
H 0.51 3.98 0.91
H -0.54 -2.98 1.05
H 0.70 -2.67 -0.73
*
```

=====

Below is a structure of composition C6H7CuNaO6 at a distorted geometry, with properties calculated with ωB97M-V/def2-TZVPD.

Values from the calculation:
Gap between HOMO and LUMO: 6.55 eV
Relative energy (zero: lowest compared OMol25 entry of this formula, charge and spin): 0.0 kcal/mol
LUMO energy: -5.107 eV
HOMO energy: -11.656 eV

```
! wB97M-V def2-TZVPD RIJCOSX def2/J DEFGRID3
* xyz 1 1
Cu 5.90 -0.51 0.85
Na -3.30 0.91 -2.19
O -2.43 1.62 -0.26
O 3.18 -0.31 1.16
O 4.19 0.80 -0.49
O 1.96 1.02 -0.29
O -1.46 -0.20 -1.24
O -1.67 -0.21 1.04
C -1.57 0.66 -0.08
C 3.23 0.42 0.17
C -0.30 1.58 0.03
C 0.91 0.90 0.45
C -1.87 -1.54 0.57
C -1.20 -1.52 -0.79
H -0.11 -1.68 -0.71
H -2.95 -1.75 0.48
H -1.41 -2.24 1.28
H -0.13 2.19 -0.86
H 0.93 0.13 1.23
H -0.28 1.95 1.17
H -1.64 -2.22 -1.51
*
```

=====

Below is the ion C6H7F2N2 with charge +1 at a distorted geometry, with properties calculated with ωB97M-V/def2-TZVPD.

Values from the calculation:
Gap between HOMO and LUMO (spin up / spin down): 7.09 / 6.87 eV
LUMO energy (spin up / spin down): -5.057 / -6.998 eV
HOMO energy (spin up / spin down): -12.146 / -13.872 eV

```
! wB97M-V def2-TZVPD RIJCOSX def2/J DEFGRID3
* xyz 1 3
F -0.04 2.06 -0.19
F -0.87 -1.41 -0.61
N 1.81 -0.92 0.35
N -2.16 0.39 0.15
C -3.51 -0.21 0.29
C 0.02 0.76 -0.14
C 1.75 0.30 -0.09
C 2.10 -2.04 0.57
C 2.76 1.39 -0.01
C -1.10 -0.13 -0.22
H 2.07 -2.94 1.03
H 2.42 2.36 -0.51
H -3.64 -1.17 -0.13
H 2.81 1.77 1.11
H 3.70 1.02 -0.57
H -4.09 0.38 -0.45
H -3.77 -0.09 1.29
*
```